Record 1
55
Properties=species:S:1:pos:R:3:forces:R:3:mulliken_charge:R:1 method="wB97M-V/def2-TZVPD" energy_ha=-2278.896485 max_force_ev_per_a=2.712 multiplicity=8 e_homo_ev="-6.05 / -6.08" molar_mass_g_mol=629.43 s_squared=15.760
C 3.299 4.333 -0.131 -0.1 -0.1 0.0 -0.27
C 4.413 3.357 -0.472 0.3 0.3 0.2 -0.89
H 3.065 4.966 -0.988 -0.1 -0.1 0.0 0.32
H 3.636 4.994 0.662 0.0 0.1 0.2 0.26
H 2.366 3.862 0.202 0.6 0.2 -0.1 -0.30
H 4.132 2.560 -1.152 -0.2 -0.2 -0.2 0.21
H 5.222 3.907 -0.941 0.2 0.0 -0.2 0.35
H 4.850 2.913 0.420 -0.1 -0.2 0.1 0.26
C -2.602 1.643 -1.934 0.2 -0.8 -0.6 0.00
C -3.862 1.458 -2.519 0.2 -0.2 -0.1 -0.70
C -4.082 0.320 -3.315 0.2 0.5 0.4 -0.58
C -3.051 -0.598 -3.469 0.5 0.1 0.3 -0.52
H -2.363 2.516 -1.322 -0.1 -0.2 -0.1 0.14
H -4.641 2.204 -2.343 0.3 -0.3 -0.1 0.40
H -5.042 0.146 -3.805 0.3 0.1 0.2 0.43
H -3.178 -1.493 -4.071 -0.2 0.3 0.2 0.31
N -1.594 0.750 -2.096 -0.8 -0.3 -0.4 -0.04
C -1.818 -0.379 -2.825 -1.0 1.2 0.2 0.55
C -0.759 -1.402 -2.877 1.4 -0.8 0.2 0.68
N 0.395 -1.171 -2.193 -0.2 -0.7 -0.3 -0.12
C 1.358 -2.124 -2.129 -1.3 -0.1 -0.9 0.00
C 0.042 -3.579 -3.557 0.6 0.4 0.4 -0.55
C 1.214 -3.340 -2.813 -0.1 0.3 0.1 -0.76
H 2.242 -1.887 -1.527 -0.3 -0.2 -0.3 0.28
H 2.017 -4.074 -2.759 -0.3 0.1 0.0 0.39
C -0.945 -2.604 -3.582 0.1 0.3 0.2 -0.53
H -1.865 -2.752 -4.137 0.3 -0.2 0.1 0.29
H -0.094 -4.509 -4.106 0.1 0.2 0.2 0.43
Eu 0.666 0.969 -0.806 -0.6 -0.2 1.4 0.83
I -0.160 3.628 0.465 -0.6 0.1 -0.1 -0.51
C 2.853 0.173 0.955 0.3 0.2 -0.1 -0.39
Si 1.518 -0.245 2.229 -2.4 0.0 0.1 0.09
C 1.924 -1.873 3.041 0.6 -0.5 0.2 -1.04
C 1.361 1.132 3.479 0.6 0.2 0.2 -0.85
N 0.003 -0.317 1.367 2.4 0.3 -1.3 0.16
C -1.186 -0.726 1.840 -0.9 -0.4 0.3 0.17
C -2.275 -0.916 0.918 0.4 0.2 0.3 0.00
C -3.565 -1.115 1.376 -0.5 -0.1 0.4 -0.29
C -3.846 -1.223 2.753 0.6 0.1 -0.1 -0.66
C -2.768 -1.174 3.659 -0.2 -0.1 -0.4 -0.77
C -1.458 -0.969 3.232 -0.3 0.1 -0.6 -0.25
H 3.848 0.000 1.400 -0.3 0.1 -0.3 0.45
H 2.828 1.238 0.638 0.2 -0.4 0.2 -0.27
H 2.777 -0.499 0.077 0.2 0.2 0.2 0.04
H 2.866 -1.813 3.601 0.0 0.0 0.0 0.37
H 1.168 -2.222 3.755 0.0 0.2 -0.2 0.33
H 2.050 -2.679 2.308 0.0 0.1 0.0 0.29
H 1.075 2.058 2.961 0.1 -0.2 0.1 0.20
H 0.584 0.909 4.220 0.2 0.0 -0.2 0.31
H 2.307 1.293 4.013 -0.1 0.2 0.1 0.35
H -2.057 -0.860 -0.168 -0.2 0.0 0.9 0.21
H -4.396 -1.180 0.661 0.4 0.0 0.2 0.33
H -4.866 -1.352 3.117 0.3 0.0 -0.2 0.34
H -2.964 -1.291 4.725 0.0 0.0 -0.2 0.35
H -0.639 -0.963 3.964 -0.5 0.1 -0.4 0.19

---

Record 2
57
Properties=species:S:1:pos:R:3:forces:R:3:mulliken_charge:R:1 method="wB97M-V/def2-TZVPD" energy_ha=-2568.402020 max_force_ev_per_a=3.371 multiplicity=5 e_homo_ev="-7.34 / -8.94" molar_mass_g_mol=456.38 s_squared=6.128 de_lowest_kj_mol=194.6
O 0.202 -0.257 -3.664 -0.1 0.6 -2.4 -0.22
C 0.211 1.059 -4.310 0.0 0.4 0.5 -0.59
C 0.079 0.501 -5.707 -0.2 -0.7 0.3 -0.89
H 1.141 1.595 -4.099 -0.1 -0.1 0.1 0.25
H -0.652 1.664 -4.016 0.2 -0.1 0.2 0.34
C 0.139 -0.864 -4.989 0.1 -0.1 -1.0 1.38
H 0.903 0.690 -6.387 -0.1 0.1 -0.1 0.33
H -0.896 0.635 -6.162 0.0 0.4 -0.2 0.30
C 1.403 -1.606 -5.376 -0.1 -0.4 0.3 -1.67
H 2.294 -0.986 -5.202 -0.3 -0.2 -0.1 0.37
H 1.338 -1.896 -6.439 0.1 0.2 0.4 0.40
H 1.484 -2.524 -4.789 0.2 0.0 0.0 0.38
C -1.110 -1.702 -5.198 0.2 -0.1 0.1 -1.71
H -2.015 -1.149 -4.918 0.2 -0.1 0.0 0.36
H -1.052 -2.623 -4.610 -0.1 0.0 0.0 0.38
H -1.166 -1.975 -6.261 -0.1 0.0 0.3 0.41
Mn -0.511 -0.795 3.138 1.9 2.8 0.2 0.69
C -2.329 -1.089 4.195 -1.9 1.1 0.1 -0.18
C -2.005 0.305 4.273 -1.4 -0.7 -0.3 -0.43
C -1.924 0.830 2.936 -1.4 -0.8 -0.7 -0.90
H -1.971 0.897 5.186 0.4 -0.3 -0.3 0.42
C -2.198 -0.252 2.013 -1.4 1.2 0.9 0.29
C -2.447 -1.444 2.796 -0.9 0.9 0.4 -1.01
H -2.774 -2.407 2.399 0.4 0.4 0.2 0.50
H -2.566 -1.719 5.054 0.4 0.1 -0.5 0.49
H -1.790 1.878 2.671 0.3 -0.5 0.1 0.50
H -2.315 -0.159 0.933 0.3 -0.2 0.6 0.74
C 0.659 -2.164 4.392 0.5 -1.5 -0.5 -0.32
C -0.181 -2.842 3.453 1.7 -0.9 0.7 -0.48
C 0.206 -2.432 2.118 1.6 0.1 0.2 -0.46
H -0.903 -3.614 3.719 0.1 0.4 -0.2 0.51
C 1.293 -1.476 2.255 0.7 -1.7 0.4 -0.37
C 1.560 -1.330 3.664 0.1 -0.9 -1.0 -0.78
H 2.391 -0.785 4.104 -0.5 0.2 -0.2 0.48
H 0.697 -2.336 5.466 -0.3 0.3 -0.4 0.47
H -0.187 -2.827 1.182 0.0 0.3 0.3 0.49
H 1.872 -1.023 1.451 -0.4 0.0 0.3 0.51
O 1.565 0.582 -1.197 -1.8 0.9 0.3 -0.51
C 0.276 -0.091 -1.100 0.4 -1.3 0.1 1.13
C -0.864 0.948 -1.129 0.3 0.0 0.3 -0.11
H 0.243 -0.737 -0.200 0.1 0.6 0.1 -0.83
H 0.210 -0.790 -1.949 0.1 0.5 0.9 0.24
C -0.144 2.298 -1.312 0.3 -0.8 -0.3 -0.76
H -1.367 0.959 -0.158 0.1 0.1 -0.3 -0.30
H -1.611 0.728 -1.905 0.3 0.1 0.1 0.26
C 1.278 1.959 -0.811 0.1 0.1 0.3 -0.05
H -0.640 3.076 -0.736 0.2 0.2 0.0 0.50
H -0.137 2.569 -2.373 0.1 0.2 0.4 0.09
H 1.303 2.051 0.292 0.1 -0.1 -0.5 -0.14
H 2.041 2.615 -1.249 -0.1 -0.3 0.1 0.40
F 3.032 2.673 4.905 -0.8 0.4 -0.4 -0.28
C 1.896 3.078 4.263 0.1 0.1 -0.1 0.71
F 1.169 3.831 5.139 0.6 -0.5 -0.6 -0.27
F 2.272 3.891 3.244 -0.2 -0.5 0.8 -0.25
C 1.064 1.826 3.774 -0.5 -0.5 -0.7 0.15
O 0.711 1.043 4.695 0.2 0.6 -0.7 -0.58
O 0.819 1.711 2.539 0.4 0.1 1.6 -0.41